Record 1
{
  "formula": "C3HO3Sm",
  "method": "the ωB97M-V functional and the def2-TZVPD basis",
  "lumo_ev": [-6.29, -6.15],
  "s_squared": 12.099,
  "charge": 1,
  "relative_energy_ev": 4.151,
  "multiplicity": 7,
  "max_force_ha_per_bohr": 0.07396,
  "gap_ev": [4.580, 4.761],
  "symbols": ["Sm", "O", "O", "O", "C", "C", "C", "H"],
  "positions_angstrom": [[0.47241, -3.41036, -0.00520], [0.54318, 0.50489, -2.54564], [-1.56776, 1.77739, 4.23014], [0.43169, -1.44134, -1.45307], [-1.35316, 0.79170, 3.72147], [0.47882, -0.15912, -1.36612], [0.44552, 0.47364, -0.15543], [0.54931, 1.46321, -2.42614]],
  "mulliken_charge": [1.691, -0.464, -0.121, -0.706, 0.120, 0.906, -0.743, 0.317]
}

=====

Record 2
{
  "formula": "C24H76N6O11",
  "method": "the ωB97M-V functional and the def2-TZVPD basis",
  "lumo_ev": 0.33,
  "smiles": "COC[C@H](C)N.COC[C@H](C)N.COC[C@H](C)N.COC[C@H](C)N.COC[C@H](C)N.COC[C@H](C)N.O.O.O.O.O",
  "relative_energy_ev": 0.641,
  "max_force_ha_per_bohr": 0.03931,
  "gap_ev": 8.454,
  "symbols": ["O", "O", "O", "O", "O", "O", "O", "O", "O", "O", "O", "N", "N", "N", "N", "N", "N", "C", "C", "C", "C", "C", "C", "C", "C", "C", "C", "C", "C", "C", "C", "C", "C", "C", "C", "C", "C", "C", "C", "C", "C", "H", "H", "H", "H", "H", "H", "H", "H", "H", "H", "H", "H", "H", "H", "H", "H", "H", "H", "H", "H", "H", "H", "H", "H", "H", "H", "H", "H", "H", "H", "H", "H", "H", "H", "H", "H", "H", "H", "H", "H", "H", "H", "H", "H", "H", "H", "H", "H", "H", "H", "H", "H", "H", "H", "H", "H", "H", "H", "H", "H", "H", "H", "H", "H", "H", "H", "H", "H", "H", "H", "H", "H", "H", "H", "H", "H"],
  "positions_angstrom": [[14.66717, 18.65485, 4.90840], [13.33043, 15.20612, 15.45406], [15.68891, 19.46475, 12.55028], [21.87071, 18.93756, 7.04585], [15.50617, 20.83707, 10.03428], [13.58357, 14.80725, 8.89365], [16.34414, 15.40483, 8.44889], [15.23527, 17.60448, 9.96472], [17.29065, 19.01807, 8.64002], [10.63843, 18.34020, 11.07850], [19.11516, 19.62421, 10.55064], [15.39185, 12.67554, 9.34045], [13.40225, 20.51622, 7.88363], [15.56612, 16.45378, 12.79159], [20.49137, 22.75117, 11.93192], [11.90413, 21.73390, 10.49449], [18.80936, 16.90125, 7.12170], [20.21925, 17.21843, 7.31070], [14.49823, 15.27516, 14.68068], [9.71474, 17.45694, 10.52408], [14.53591, 19.78593, 5.73367], [13.53999, 11.11020, 9.55360], [11.10980, 20.80763, 12.56776], [19.57001, 21.86002, 11.22616], [12.92311, 13.91016, 15.81331], [12.11608, 19.28488, 6.24304], [14.30659, 18.78606, 3.56528], [11.69214, 20.45985, 11.20685], [19.19955, 22.44099, 9.84300], [21.10938, 16.10878, 6.79573], [12.78198, 15.89532, 9.27355], [13.50412, 19.49243, 6.84559], [14.53818, 16.56921, 13.84433], [13.16787, 16.87901, 13.24856], [20.12472, 20.46190, 11.06008], [19.18282, 18.27726, 11.03944], [20.59616, 18.53416, 6.61991], [13.98394, 12.45243, 8.98307], [10.69576, 19.59996, 10.44305], [13.12188, 13.57830, 9.49847], [22.12245, 20.30124, 6.78493], [16.08192, 17.99571, 9.61947], [13.16144, 17.85154, 12.76124], [13.23552, 21.41187, 7.41094], [16.61919, 19.67966, 8.42063], [17.97554, 19.51709, 9.15270], [11.91520, 20.12031, 5.56768], [12.96232, 16.04305, 12.57249], [13.70055, 13.45275, 16.44077], [8.70585, 17.65780, 10.90054], [20.11251, 23.68002, 12.03180], [12.36024, 16.82860, 13.97882], [12.06408, 18.37579, 5.64198], [16.02987, 16.08273, 9.06063], [12.09884, 13.48563, 9.12380], [12.94966, 16.78445, 8.67163], [13.25362, 13.70184, 10.57621], [22.23431, 20.58017, 5.73481], [20.12192, 22.40712, 9.24931], [23.03562, 20.53728, 7.33213], [13.90054, 18.58316, 7.30851], [14.86719, 17.39681, 14.48648], [13.35234, 11.16392, 10.63314], [21.01065, 20.48410, 10.41465], [14.25431, 20.69389, 5.18955], [12.00547, 14.02335, 16.38745], [16.06867, 12.13733, 8.82436], [14.13188, 17.82047, 3.08967], [15.14314, 16.73660, 11.90363], [12.14187, 21.56942, 9.51937], [15.62000, 13.66131, 9.25275], [15.73748, 18.49116, 12.48836], [9.69078, 17.50015, 9.42329], [10.82437, 19.89079, 13.09008], [20.09342, 17.78665, 10.70424], [21.32374, 20.91113, 7.22516], [20.37274, 17.34261, 8.39168], [18.63984, 21.85115, 11.80121], [11.36311, 19.20624, 7.02307], [22.14019, 16.30937, 7.09487], [18.57128, 15.99717, 7.49187], [12.59364, 10.75690, 9.13627], [15.75286, 15.46872, 12.60547], [9.68505, 20.03610, 10.46015], [18.30201, 17.76838, 10.65749], [15.51167, 19.88546, 6.22087], [21.09044, 15.93069, 5.71893], [20.48869, 18.34689, 5.54003], [21.37572, 22.82366, 11.44129], [18.19946, 17.62454, 7.48972], [14.32046, 10.35934, 9.44426], [12.57672, 22.23854, 11.05340], [19.85036, 19.32199, 6.80777], [13.31104, 19.23433, 3.40305], [14.55242, 14.49941, 13.90074], [18.91029, 23.49076, 9.82403], [12.80589, 16.14914, 10.33382], [19.02576, 18.31469, 12.12002], [14.57521, 18.29285, 9.80699], [15.04240, 19.40161, 3.04268], [12.72917, 13.24092, 14.96745], [15.22189, 19.63510, 13.37549], [20.44872, 20.10755, 12.04397], [20.83783, 15.13788, 7.22427], [10.97928, 19.49389, 9.38807], [18.42564, 21.81700, 9.39078], [11.73537, 15.62920, 9.06551], [12.56690, 19.80207, 11.31201], [15.54680, 15.14570, 7.96946], [15.35100, 15.14186, 15.35259], [9.96968, 16.40926, 10.68983], [10.18808, 21.38524, 12.47638], [13.97715, 12.29435, 7.89610], [15.64636, 20.27762, 10.82441], [11.78208, 21.40736, 13.18515], [14.99408, 21.58727, 10.35745], [14.26594, 20.77318, 8.36568]],
  "mulliken_charge": [-0.270, -0.307, -0.679, -0.339, -0.522, -0.179, -0.762, 2.140, 0.031, -0.108, -0.231, -0.741, -0.049, -0.600, -0.754, -0.690, -0.613, 1.345, -0.967, -0.951, -0.693, -1.548, -1.624, 0.691, -0.740, -1.611, -0.818, 1.674, -0.987, -1.528, -0.318, 1.233, 0.359, -0.238, -0.989, -0.957, -0.520, 0.738, -0.077, -0.752, -0.586, -0.368, -0.351, 0.404, -0.051, 0.205, 0.449, -0.073, 0.301, 0.305, 0.261, 0.558, 0.380, 0.079, 0.366, -0.205, 0.258, 0.300, 0.199, 0.277, -0.590, 0.217, 0.327, 0.316, 0.508, 0.244, 0.259, 0.274, -0.207, 0.294, 0.296, 0.300, 0.355, 0.317, 0.338, 0.121, -0.500, 0.167, 0.219, 0.356, 0.180, 0.373, 0.385, 0.376, 0.035, -0.014, 0.319, 0.308, 0.254, 0.074, 0.387, 0.304, 0.241, 0.316, 0.375, 0.413, -0.130, 0.453, -0.508, 0.310, 0.302, 0.265, 0.368, 0.433, -0.471, -0.001, 0.551, -0.663, 0.305, 0.442, 0.253, 0.385, 0.203, 0.189, 0.440, 0.183, -0.002]
}

=====

Record 3
{
  "formula": "C31H31F4MgN6O2Se",
  "method": "the ωB97M-V functional and the def2-TZVPD basis",
  "lumo_ev": 2.37,
  "charge": -1,
  "relative_energy_ev": 0.000,
  "max_force_ha_per_bohr": 0.00854,
  "gap_ev": 6.763,
  "symbols": ["Se", "Mg", "F", "F", "F", "F", "O", "O", "N", "N", "N", "N", "N", "N", "C", "C", "C", "C", "C", "C", "C", "C", "C", "C", "C", "C", "C", "C", "C", "C", "C", "C", "C", "C", "C", "C", "C", "C", "C", "C", "C", "C", "C", "C", "C", "H", "H", "H", "H", "H", "H", "H", "H", "H", "H", "H", "H", "H", "H", "H", "H", "H", "H", "H", "H", "H", "H", "H", "H", "H", "H", "H", "H", "H", "H", "H"],
  "positions_angstrom": [[-2.72988, 0.80281, -5.68591], [-1.50837, 1.06261, -0.75848], [-5.48469, 2.58167, 1.86698], [-1.37808, 3.36865, -0.40813], [-5.44609, 5.06637, 2.74483], [-1.36735, 5.89393, 0.53511], [0.81594, -1.15647, -0.42257], [-0.59628, 1.95540, 2.57248], [-2.02755, 1.02827, -2.80987], [-2.59532, -0.97654, -0.57210], [0.88531, 0.20276, 2.77829], [-3.28224, 1.64598, 0.11163], [0.52743, 1.54654, -1.84652], [-0.18478, 0.50843, 0.80509], [5.29582, -0.21216, 2.36275], [2.16996, 0.80901, -4.74809], [1.55493, -0.70361, 1.86687], [3.13490, -0.50513, -2.80505], [1.14293, 0.87272, -2.53996], [-2.39202, 5.08128, 0.85983], [3.31466, 0.63334, 0.61465], [-0.01990, 1.00671, 2.08619], [5.61014, 0.67359, 1.34169], [-2.39251, -1.62201, 0.72455], [-4.42485, 4.66685, 1.95537], [4.61566, 1.09515, 0.47190], [0.46553, -3.91740, 3.60292], [-4.30142, 0.63566, 0.25963], [1.85762, 0.00388, -3.48306], [1.16381, -4.87324, 2.88324], [1.44578, -2.16617, 2.26590], [-2.29700, -1.93654, -1.63485], [-4.44758, 3.37132, 1.48254], [-3.42405, 2.85576, 0.65425], [3.99686, -0.67549, 2.50342], [0.68769, -0.48113, 0.59632], [-3.98561, -0.50632, -0.69642], [2.13829, -3.13237, 1.53986], [-3.41480, 5.56134, 1.66665], [-2.32800, 0.98079, -3.93157], [0.91769, -1.16736, -3.80316], [-2.40543, 3.80159, 0.38253], [1.99896, -4.47525, 1.84673], [0.60290, -2.56960, 3.29318], [2.99393, -0.26012, 1.63047], [1.41355, -1.82217, -4.52286], [-3.41727, 6.57017, 2.04725], [1.25173, 1.14905, -5.22715], [3.61485, -1.23415, -3.46073], [-1.38615, -2.03364, 0.77125], [0.04973, -1.82137, 3.84505], [2.79371, 1.67475, -4.52293], [1.05631, -5.92394, 3.12241], [6.62435, 1.03459, 1.22573], [-1.25161, -2.23592, -1.55445], [2.89676, -0.98238, -1.85400], [1.37886, 0.63716, 3.54055], [3.83776, 0.30959, -2.62296], [0.70105, -1.73509, -2.89780], [-4.37669, 0.25633, 1.28881], [2.54600, 0.97941, -0.06675], [-2.51219, -0.89938, 1.52998], [-3.11485, -2.44041, 0.86601], [-0.02073, -0.81919, -4.23679], [2.77809, -2.82513, 0.72305], [4.84946, 1.79270, -0.32307], [2.54018, -5.21607, 1.27138], [-0.19452, -4.21762, 4.40729], [3.75802, -1.37863, 3.29247], [-2.46562, -1.47669, -2.60670], [-5.30265, 0.99852, -0.00026], [-4.11303, -0.15827, -1.72270], [2.70837, 0.16582, -5.44659], [-4.67770, -1.34712, -0.52797], [-2.93269, -2.83100, -1.54720], [6.06394, -0.54545, 3.04956]],
  "mulliken_charge": [-0.285, 1.553, -0.356, -0.321, -0.344, -0.327, -0.502, -0.735, -0.536, 0.971, -0.207, 0.146, -0.446, 0.175, -0.882, -1.863, 4.596, -1.305, -0.137, 0.158, -0.105, -0.349, -0.481, -1.508, 0.245, -1.090, -0.885, -0.765, 2.288, -0.419, -1.047, -0.981, 0.297, 0.100, -0.323, -1.809, -1.358, 0.051, -0.721, 0.028, -1.236, 0.151, -0.958, -0.513, -0.305, 0.497, 0.480, 0.373, 0.506, 0.391, 0.416, 0.391, 0.396, 0.393, 0.013, 0.006, 0.314, 0.302, 0.035, 0.395, 0.625, 0.266, 0.316, 0.218, 0.441, 0.438, 0.389, 0.410, 0.435, 0.354, 0.586, 0.384, 0.440, 0.376, 0.361, 0.397]
}

=====

Record 4
{
  "formula": "C6H8N2O2",
  "method": "the ωB97M-V functional and the def2-TZVPD basis",
  "lumo_ev": 0.59,
  "relative_energy_ev": 5.665,
  "max_force_ha_per_bohr": 0.02397,
  "gap_ev": 9.587,
  "symbols": ["O", "O", "N", "N", "C", "C", "C", "C", "C", "C", "H", "H", "H", "H", "H", "H", "H", "H"],
  "positions_angstrom": [[-1.14515, -1.35113, 1.83759], [-2.90767, -2.41337, -0.90917], [-0.01661, -1.06858, -0.25845], [-0.00939, 2.12703, 0.37257], [0.09995, 0.69065, 0.80901], [2.18103, 1.16602, 0.09016], [-0.56744, -0.71451, 1.00088], [0.01223, 0.34354, -0.66233], [1.60795, 0.53202, 1.11758], [0.96951, 1.61147, -0.70487], [2.03530, 0.00403, 1.96772], [-0.28745, -1.87459, -0.81181], [1.08289, 2.23035, -1.60169], [-2.41286, -2.91271, -1.57974], [-0.94176, 0.62644, -1.11992], [-3.38299, -3.07853, -0.40360], [0.45495, 2.76465, 1.02123], [3.22751, 1.31723, -0.16515]],
  "nbo_charge": [-0.540, -0.937, -0.629, -0.564, -0.063, -0.233, 0.716, -0.036, -0.198, -0.092, 0.231, 0.404, 0.216, 0.463, 0.199, 0.477, 0.358, 0.228]
}